1.
Molecular formula: C22H19BrClIIrN2O2
Method: DFT, wB97M-V/def2-TZVPD

The geometry in XYZ format:
```
49
C22H19BrClIIrN2O2 (wB97M-V/def2-TZVPD)
Ir -6.6058 17.6971 6.1214
C -4.9997 20.3231 4.7891
O -5.1297 18.8759 4.8621
C -4.2856 18.1036 4.1241
C -3.4657 18.5589 3.1176
C -2.6870 17.5930 2.4254
Br -2.0145 17.6322 0.6664
C -2.4666 16.2901 3.0094
C -3.2999 15.8365 4.0568
C -4.3140 16.7401 4.5062
O -5.3003 16.4717 5.3510
C -3.1150 14.6144 4.7623
N -3.8185 14.1501 5.8666
C -3.5262 12.8272 6.1469
C -3.9995 11.9378 7.1056
C -3.4274 10.6727 7.1487
C -2.3577 10.2589 6.3010
C -2.1055 11.0887 5.1787
C -2.6328 12.3877 5.1204
N -2.3939 13.5455 4.3012
H -4.0004 20.6821 4.9948
H -5.7261 20.7966 5.5123
H -5.3103 20.6655 3.7724
H -3.3274 19.6314 2.8455
H -1.8210 15.5842 2.5105
H -4.5595 14.7776 6.2435
H -4.7590 12.1772 7.8331
H -3.7354 9.9237 7.8530
H -1.7449 9.3863 6.5199
H -1.6282 10.5769 4.3007
H -1.6674 13.7026 3.5796
Cl -9.3552 21.6101 6.0689
C -9.5177 20.6256 7.4628
C -10.7521 20.8016 8.1585
C -11.0933 19.8478 9.1452
C -10.1648 18.8873 9.6049
C -9.0332 18.6791 8.8521
C -8.7337 19.4905 7.7765
C -7.3810 19.4105 7.1721
H -11.3982 21.6120 7.8983
H -12.1403 19.8900 9.5151
H -10.3759 18.2343 10.5034
H -8.3134 17.9339 9.1796
H -6.4655 19.7108 7.7918
H -7.5589 20.0111 6.2378
I -8.4528 18.0453 4.2232
C -7.6765 16.3550 6.9149
H -8.2363 16.2558 7.8881
H -7.7468 15.3924 6.3531
```

Results
HOMO level (spin up / spin down) = -8.0 / -10.6 eV
Net charge = +1
Kohn-Sham gap (spin up / spin down) = 3.059 / 4.075 eV
2S+1 = 5
DFT total energy = -123688.54722 eV
ΔE to the lowest compared entry with this formula, charge and spin = 0.0 kcal per mole
Strongest force on any atom = 4.13 eV/Å

Atom-resolved charges from Löwdin, all expressed in e: atom 1 (Ir): 1.013, atom 2 (C): -0.008, atom 3 (O): -0.255, atom 4 (C): -0.205, atom 5 (C): -0.023, atom 6 (C): -0.610, atom 7 (Br): 0.858, atom 8 (C): -0.056, atom 9 (C): -0.069, atom 10 (C): -0.204, atom 11 (O): -0.242, atom 12 (C): -0.159, atom 13 (N): 0.186, atom 14 (C): -0.163, atom 15 (C): -0.004, atom 16 (C): -0.064, atom 17 (C): -0.044, atom 18 (C): -0.014, atom 19 (C): -0.124, atom 20 (N): 0.175, atom 21 (H): 0.104, atom 22 (H): 0.102, atom 23 (H): 0.121, atom 24 (H): 0.138, atom 25 (H): 0.089, atom 26 (H): 0.169, atom 27 (H): 0.117, atom 28 (H): 0.105, atom 29 (H): 0.114, atom 30 (H): 0.131, atom 31 (H): 0.178, atom 32 (Cl): 0.713, atom 33 (C): -0.601, atom 34 (C): -0.086, atom 35 (C): -0.065, atom 36 (C): -0.070, atom 37 (C): -0.093, atom 38 (C): -0.347, atom 39 (C): -0.321, atom 40 (H): 0.092, atom 41 (H): 0.116, atom 42 (H): 0.128, atom 43 (H): 0.103, atom 44 (H): 0.099, atom 45 (H): -0.057, atom 46 (I): 0.335, atom 47 (C): -0.296, atom 48 (H): 0.001, atom 49 (H): -0.010

=====

2.
Molecular formula: C2H5BLuO5
Method: DFT, wB97M-V/def2-TZVPD

The geometry in XYZ format:
```
14
C2H5BLuO5 (wB97M-V/def2-TZVPD)
C -0.3535 -0.0224 2.4751
O 0.3320 0.8046 1.5337
C 0.3815 0.2433 0.2293
O -0.4037 -0.6543 -0.2646
O 1.3622 0.7741 -0.6049
B 0.8966 0.6229 -2.0081
O 1.3994 -0.5142 -2.7284
O -0.0158 1.5076 -2.6402
H -1.3602 -0.4589 2.0863
H 0.3045 -0.8594 2.9286
H -0.6316 0.6563 3.3697
H 1.0363 -1.3286 -2.3061
H -0.4376 1.0578 -3.4109
Lu -2.5101 -1.8287 1.3403
```

Results
HOMO level = -20.6 eV
Net charge = +3
Kohn-Sham gap = 2.617 eV
DFT total energy = -46652.08396 eV
Strongest force on any atom = 6.12 eV/Å

Atom-resolved charges from Löwdin, all expressed in e: atom 1 (C): -0.035, atom 2 (O): 0.098, atom 3 (C): -0.304, atom 4 (O): -0.004, atom 5 (O): 0.287, atom 6 (B): -0.530, atom 7 (O): 0.175, atom 8 (O): 0.200, atom 9 (H): -0.078, atom 10 (H): 0.185, atom 11 (H): 0.192, atom 12 (H): 0.118, atom 13 (H): 0.153, atom 14 (Lu): 2.544

=====

3.
Molecular formula: C46H57BClF4I2N4O2Ti
Method: DFT, wB97M-V/def2-TZVPD

The geometry in XYZ format:
```
118
C46H57BClF4I2N4O2Ti (wB97M-V/def2-TZVPD)
Ti 0.5149 -1.3976 -0.1072
C -0.9802 -1.4683 4.9929
C -2.2811 -1.0937 4.2883
N -2.2352 -1.3355 2.8561
C -3.2992 -0.6389 2.1488
C -3.0539 0.8564 2.0157
C -2.2701 -2.7528 2.5257
C -1.3593 -3.1224 1.3383
N -1.3210 -2.2200 0.1928
C -2.0760 -2.5222 -0.8613
C -1.6408 -2.0757 -2.1395
F -0.4192 -1.4159 -2.1426
C -2.2790 -2.3390 -3.3263
F -1.7623 -1.8877 -4.4837
C -3.4479 -3.0866 -3.3438
C -3.9149 -3.5480 -2.1228
F -5.0626 -4.2599 -2.1031
C -3.2766 -3.2895 -0.9275
F -3.8690 -3.7590 0.2018
H -0.9718 -1.0530 5.9999
H -0.1440 -1.0688 4.4267
H -0.8556 -2.5455 5.0745
H -2.4433 -0.0225 4.4262
H -3.1373 -1.6177 4.7620
H -4.2822 -0.8200 2.6302
H -3.3412 -1.0621 1.1453
H -2.0240 1.0263 1.7087
H -3.2390 1.3762 2.9493
H -3.7271 1.2682 1.2693
H -3.3013 -3.0750 2.3197
H -1.9189 -3.3363 3.3792
H -1.6477 -4.1321 1.0099
H -0.3277 -3.1879 1.7151
H -3.9607 -3.3218 -4.2582
I 3.6556 -2.1733 -3.3036
C 1.8035 -3.1781 -3.4720
I 0.5022 -4.5759 -1.2955
H 1.9069 -4.0471 -4.1015
H 1.0292 -2.4945 -3.7896
Cl 5.5942 -4.9157 3.2950
C 4.5009 -4.1127 2.2059
C 4.5157 -4.4564 0.8585
C 3.6984 -3.7702 -0.0191
C 2.8357 -2.7578 0.4116
O 2.1223 -2.0468 -0.4268
C 2.7651 -2.4784 1.8250
C 1.8149 -1.5717 2.3192
O 0.8492 -1.0806 1.6129
C 3.6541 -3.1525 2.6936
H 5.1594 -5.2439 0.5021
H 3.7186 -4.0274 -1.0646
H 1.8652 -1.2779 3.3726
H 3.6410 -2.9155 3.7466
C 1.9718 0.4475 -5.1430
C 1.3477 1.1086 -3.9175
C 1.8801 2.5439 -3.8406
C -0.1660 1.0891 -3.9387
C -0.8558 1.0024 -5.1400
C -2.2374 0.9979 -5.1800
C -2.9509 1.0608 -4.0031
C -2.3007 1.1631 -2.7793
C -3.1321 1.3157 -1.5291
C -4.2308 0.2562 -1.4532
C -3.7621 2.7110 -1.4946
C -0.9008 1.1913 -2.7448
N -0.2244 1.4955 -1.5277
B 0.4831 0.7770 -0.4820
N 0.9792 1.8736 0.3534
C 0.5560 3.0821 -0.1717
C -0.1524 2.8586 -1.2876
C 1.6809 1.8694 1.5843
C 1.0509 2.3187 2.7635
C 1.6696 2.1065 3.9865
C 2.9078 1.5049 4.0697
C 3.6029 1.2589 2.9050
C 3.0322 1.4791 1.6568
C 4.0011 1.4998 0.4906
C 3.9970 0.2566 -0.3866
C 3.8214 2.7501 -0.3722
C -0.2125 3.1543 2.7582
C -1.1529 2.8347 3.9219
C 0.1652 4.6422 2.8508
H 3.0471 0.3765 -5.0084
H 1.7906 1.0340 -6.0406
H 1.5765 -0.5507 -5.2974
H 1.6715 0.5605 -3.0212
H 1.6328 3.0798 -4.7563
H 2.9624 2.5240 -3.7319
H 1.4590 3.0893 -3.0016
H -0.3137 0.9441 -6.0695
H -2.7551 0.9310 -6.1277
H -4.0306 1.0568 -4.0395
H -2.4751 1.1926 -0.6634
H -4.9499 0.3651 -2.2610
H -3.8040 -0.7397 -1.5126
H -4.7729 0.3433 -0.5156
H -4.3915 2.8583 -2.3695
H -2.9972 3.4824 -1.4927
H -4.3780 2.8302 -0.6054
H 0.8267 4.0281 0.2541
H -0.6176 3.5699 -1.9451
H 1.1695 2.4203 4.8883
H 3.3648 1.3101 5.0275
H 4.6277 0.9173 2.9558
H 4.9972 1.5634 0.9477
H 3.0379 0.1486 -0.8959
H 4.1790 -0.6361 0.2096
H 4.7864 0.3360 -1.1325
H 2.9528 2.6543 -1.0129
H 4.6954 2.8912 -1.0052
H 3.6992 3.6330 0.2514
H -0.7472 2.9919 1.8202
H -0.8304 3.3357 4.8323
H -1.1833 1.7653 4.1017
H -2.1553 3.1889 3.6907
H 0.6696 4.8446 3.7939
H -0.7300 5.2611 2.7990
H 0.8388 4.9501 2.0551
```

Results
HOMO level (spin up / spin down) = -3.8 / -4.8 eV
Net charge = -1
Kohn-Sham gap (spin up / spin down) = 6.046 / 6.804 eV
2S+1 = 3
DFT total energy = -122071.57850 eV
ΔE to the lowest compared entry with this formula, charge and spin = 27.6 kcal per mole
Strongest force on any atom = 2.61 eV/Å

Results of the Löwdin charge analysis, in e, for atoms 1 through 99: atom 1 (Ti): 0.920, atom 2 (C): -0.073, atom 3 (C): -0.260, atom 4 (N): -0.169, atom 5 (C): -0.242, atom 6 (C): -0.066, atom 7 (C): -0.169, atom 8 (C): -0.227, atom 9 (N): -0.115, atom 10 (C): -0.299, atom 11 (C): -0.193, atom 12 (F): -0.031, atom 13 (C): -0.222, atom 14 (F): 0.094, atom 15 (C): 0.062, atom 16 (C): -0.213, atom 17 (F): 0.077, atom 18 (C): -0.142, atom 19 (F): 0.064, atom 20 (H): 0.069, atom 21 (H): 0.054, atom 22 (H): 0.064, atom 23 (H): 0.090, atom 24 (H): 0.121, atom 25 (H): 0.126, atom 26 (H): 0.093, atom 27 (H): 0.076, atom 28 (H): 0.051, atom 29 (H): 0.054, atom 30 (H): 0.109, atom 31 (H): 0.111, atom 32 (H): 0.096, atom 33 (H): 0.094, atom 34 (H): 0.126, atom 35 (I): 0.822, atom 36 (C): -0.718, atom 37 (I): 0.443, atom 38 (H): -0.074, atom 39 (H): -0.080, atom 40 (Cl): 0.628, atom 41 (C): -0.680, atom 42 (C): -0.096, atom 43 (C): -0.074, atom 44 (C): -0.395, atom 45 (O): -0.332, atom 46 (C): -0.137, atom 47 (C): -0.165, atom 48 (O): -0.175, atom 49 (C): -0.062, atom 50 (H): 0.102, atom 51 (H): 0.039, atom 52 (H): 0.122, atom 53 (H): 0.109, atom 54 (C): -0.122, atom 55 (C): -0.354, atom 56 (C): -0.045, atom 57 (C): -0.118, atom 58 (C): -0.036, atom 59 (C): -0.077, atom 60 (C): -0.043, atom 61 (C): -0.134, atom 62 (C): -0.355, atom 63 (C): -0.045, atom 64 (C): -0.048, atom 65 (C): -0.133, atom 66 (N): 0.041, atom 67 (B): -0.330, atom 68 (N): 0.053, atom 69 (C): -0.096, atom 70 (C): -0.089, atom 71 (C): -0.111, atom 72 (C): -0.116, atom 73 (C): -0.045, atom 74 (C): -0.081, atom 75 (C): -0.047, atom 76 (C): -0.120, atom 77 (C): -0.346, atom 78 (C): -0.066, atom 79 (C): -0.048, atom 80 (C): -0.358, atom 81 (C): -0.080, atom 82 (C): -0.056, atom 83 (H): 0.037, atom 84 (H): 0.070, atom 85 (H): 0.063, atom 86 (H): 0.111, atom 87 (H): 0.084, atom 88 (H): 0.079, atom 89 (H): 0.051, atom 90 (H): 0.102, atom 91 (H): 0.103, atom 92 (H): 0.108, atom 93 (H): 0.114, atom 94 (H): 0.076, atom 95 (H): 0.056, atom 96 (H): 0.073, atom 97 (H): 0.077, atom 98 (H): 0.067, atom 99 (H): 0.072

=====

4.
Molecular formula: C2O3S
Method: DFT, wB97M-V/def2-TZVPD

The geometry in XYZ format:
```
6
C2O3S (wB97M-V/def2-TZVPD)
O 1.2778 -1.9294 1.3227
C 0.7663 -1.2284 0.4901
C 0.1612 -0.6617 -0.5912
S -0.5649 0.8130 -0.3670
O -0.3621 1.7276 0.6704
O -1.2784 1.2790 -1.5252
```

Results
HOMO level = -10.9 eV
Kohn-Sham gap = 9.182 eV
SMILES = O=C=C=S(=O)=O
DFT total energy = -19047.84260 eV
ΔE to the lowest compared entry with this formula, charge and spin = 114.1 kcal per mole
Strongest force on any atom = 5.28 eV/Å

Atom-resolved charges from Löwdin, all expressed in e: atom 1 (O): 0.162, atom 2 (C): -0.228, atom 3 (C): -0.183, atom 4 (S): 0.786, atom 5 (O): -0.254, atom 6 (O): -0.283

=====

5.
Molecular formula: C3H5N3OS
Method: DFT, wB97M-V/def2-TZVPD

The geometry in XYZ format:
```
13
C3H5N3OS (wB97M-V/def2-TZVPD)
H 3.0904 1.5913 1.7606
N 2.5548 1.0953 1.0360
C 1.3696 0.7057 1.4808
N 0.5653 -0.0508 0.6404
C 0.6757 -0.0488 -0.7055
S 1.9621 0.2349 -1.6373
O -0.4775 -0.5183 -1.3599
N -1.6280 -0.5139 -0.5089
C -2.5938 -0.9763 -1.1605
H 0.9343 0.7484 2.4698
H -0.3833 -0.1319 0.9045
H -2.4429 -1.1313 -2.2111
H -3.6266 -1.0044 -0.7089
```

Results
HOMO level = -8.0 eV
Kohn-Sham gap = 8.571 eV
SMILES = [H]/N=C/NC(=S)ON=C
DFT total energy = -20542.15863 eV
ΔE to the lowest compared entry with this formula, charge and spin = 80.7 kcal per mole
Strongest force on any atom = 4.26 eV/Å

Atom-resolved charges from Löwdin, all expressed in e: atom 1 (H): 0.046, atom 2 (N): 0.051, atom 3 (C): -0.236, atom 4 (N): 0.018, atom 5 (C): -0.870, atom 6 (S): 0.750, atom 7 (O): -0.146, atom 8 (N): -0.013, atom 9 (C): 0.005, atom 10 (H): 0.117, atom 11 (H): 0.087, atom 12 (H): 0.085, atom 13 (H): 0.105

=====

DFT total energy of number 3 (C46H57BClF4I2N4O2Ti)? -122071.57850 eV